Below is H4N5 as an isolated structure at a distorted geometry, with properties calculated with ωB97M-V/def2-TZVPD.

For the molar mass, the calculation gives 74.07 g mol⁻¹. The calculation puts the strongest force on any atom at 0.052 Eh/bohr. The calculation puts the gap between HOMO and LUMO at 10.13 eV. For the HOMO energy, the calculation gives -15.650 eV. The LUMO energy is -5.52 eV. The charge is +1. Its relative energy (zero: lowest compared OMol25 entry of this formula, charge and spin) is 372.03 kJ/mol.

Atoms and positions in Å:
N (-2.3782, -0.2932, -2.0653)
N (-0.6530, -0.0633, -0.6314)
N (-1.4035, -0.2655, -1.4469)
N (1.1787, 0.4010, 1.1516)
N (1.3290, 0.3576, 2.3645)
H (-2.5535, -0.8130, -2.8732)
H (0.1717, 0.2572, 0.3539)
H (1.9678, 0.1803, 0.5514)
H (2.3410, 0.2388, 2.5954)

Löwdin population analysis, charges in e, atoms 1 to 5: N 0.25; N 0.23; N -0.19; N 0.05; N 0.18